Record 1
DFT (the ωB97M-V functional and the def2-TZVPD basis) results for a structure of composition C2H3GaO3.

CARTESIAN COORDINATES (ANGSTROEM)
O1 -4.4477 0.9116 0.3430
C1 -3.3443 0.6142 0.3966
O2 -2.2427 0.2340 0.4918
C2 2.1301 -0.3091 -0.3843
O3 1.0335 -0.5203 0.4343
Ga1 -0.5084 -0.1807 0.6008
H1 2.9991 0.0678 0.1880
H2 2.4530 -1.2449 -0.8791
H3 1.9274 0.4273 -1.1911

The value obtained for the energy above the lowest of the compared OMol25 structures with the same formula, charge and spin is 0.0 kJ/mol. The HOMO-LUMO gap comes out at 7.901 eV. The calculation puts the highest occupied orbital energy at -20.90 eV. Its net charge is +2.

Record 2
DFT (the ωB97M-V functional and the def2-TZVPD basis) results for a structure of composition C2H3HgO2.

CARTESIAN COORDINATES (ANGSTROEM)
O1 -0.2683 1.8101 1.1484
Hg1 -0.8477 -0.0390 1.4693
O2 0.1269 1.2264 2.4812
C1 0.4737 -0.2451 -1.1070
C2 -0.2580 -1.0198 -0.2410
H1 0.3251 -0.2615 -2.1981
H2 1.4244 0.1974 -0.7763
H3 -0.9760 -1.6685 -0.7765

The value obtained for the energy above the lowest of the compared OMol25 structures with the same formula, charge and spin is 164.8 kJ/mol. The HOMO-LUMO gap (alpha / beta) comes out at 6.163 / 6.163 eV. The calculation puts the highest occupied orbital energy (alpha / beta) at -2.47 / -2.47 eV. Its net charge is -1.

Record 3
DFT (the ωB97M-V functional and the def2-TZVPD basis) results for a structure of composition C2H3HgO2.

CARTESIAN COORDINATES (ANGSTROEM)
O1 -1.9019 1.5571 0.2497
C1 -0.7450 1.6397 0.2662
Hg1 2.0516 0.9630 -0.4822
O2 0.2613 0.8642 0.2753
C2 0.1685 -0.9796 -0.0827
H1 -0.3559 -0.8652 -1.0404
H2 0.8537 -1.2411 0.7342
H3 -0.3324 -1.9380 0.0800

The value obtained for the energy above the lowest of the compared OMol25 structures with the same formula, charge and spin is 320.1 kJ/mol. The HOMO-LUMO gap (alpha / beta) comes out at 4.106 / 7.008 eV. The calculation puts the highest occupied orbital energy (alpha / beta) at -18.58 / -21.50 eV. As for the spin multiplicity: 2. Its net charge is +2.

Record 4
DFT (the ωB97M-V functional and the def2-TZVPD basis) results for a structure of composition C2H3HgO3.

CARTESIAN COORDINATES (ANGSTROEM)
O1 -1.1950 1.1580 -2.8639
C1 -0.4297 0.6199 -2.1846
O2 0.5886 0.0394 -1.9611
C2 -0.1512 -0.2188 1.5696
O3 0.9758 -0.7465 1.0079
Hg1 1.7132 -0.8114 -0.6110
H1 -0.7346 -0.9592 2.1474
H2 0.0805 0.6360 2.2323
H3 -0.8475 0.2825 0.6635

The value obtained for the energy above the lowest of the compared OMol25 structures with the same formula, charge and spin is 0.0 kJ/mol. The HOMO-LUMO gap comes out at 7.331 eV. The calculation puts the highest occupied orbital energy at -14.42 eV. Its net charge is +1.

Record 5
DFT (the ωB97M-V functional and the def2-TZVPD basis) results for a structure of composition C2H3I2NO.

CARTESIAN COORDINATES (ANGSTROEM)
C1 -0.5692 -1.0636 -0.7867
C2 0.8920 -0.0889 0.2240
N1 0.5261 -0.1289 1.6357
O1 -1.3414 -1.8179 -0.2604
I1 2.6391 -1.0054 -0.2981
I2 0.5368 -2.0177 2.5347
H1 -0.6206 -0.8815 -1.8331
H2 0.6225 0.9925 -0.0066
H3 -0.3660 0.1957 1.9545

The value obtained for the energy above the lowest of the compared OMol25 structures with the same formula, charge and spin is 299.4 kJ/mol. The HOMO-LUMO gap comes out at 7.961 eV. The calculation puts the highest occupied orbital energy at -8.19 eV. Its net charge is 0.

Record 6
DFT (the ωB97M-V functional and the def2-TZVPD basis) results for a structure of composition C2H3I2NO.

CARTESIAN COORDINATES (ANGSTROEM)
C1 0.1419 -0.3739 -0.2742
C2 -0.9951 -0.6378 -1.1189
N1 -3.0969 0.1888 -0.4088
O1 -3.0682 0.9199 0.4957
I1 -2.4475 -1.9945 -0.1943
I2 -0.5704 -1.2269 -3.1144
H1 -0.0473 -0.5692 0.8407
H2 0.8834 -1.0856 -0.6509
H3 0.7077 0.5981 -0.4349

The value obtained for the energy above the lowest of the compared OMol25 structures with the same formula, charge and spin is 532.5 kJ/mol. The HOMO-LUMO gap (alpha / beta) comes out at 6.897 / 6.899 eV. The calculation puts the highest occupied orbital energy (alpha / beta) at -7.72 / -7.73 eV. Its net charge is 0.

Record 7
DFT (the ωB97M-V functional and the def2-TZVPD basis) results for an isolated molecule of C2H3I2NO2.

CARTESIAN COORDINATES (ANGSTROEM)
C1 0.9671 0.2928 -0.2826
C2 -0.3142 0.3458 0.5013
N1 -1.0201 -1.1203 -0.0803
O1 -1.9386 -1.0933 -0.7855
O2 -0.4435 -2.0750 0.3793
I1 2.1219 2.1377 -0.0803
I2 -1.6737 1.7958 -0.2624
H1 0.8395 -0.0906 -1.3382
H2 1.6840 -0.2934 0.3215
H3 -0.2224 0.1004 1.6271

The value obtained for the energy above the lowest of the compared OMol25 structures with the same formula, charge and spin is 296.8 kJ/mol. The HOMO-LUMO gap comes out at 9.230 eV. The SMILES is O=[N+]([O-])[C@H](I)CI. The calculation puts the highest occupied orbital energy at -9.60 eV. Its net charge is 0.

Record 8
DFT (the ωB97M-V functional and the def2-TZVPD basis) results for a structure of composition C2H3I3O.

CARTESIAN COORDINATES (ANGSTROEM)
C1 -0.1693 0.4667 0.2743
C2 0.5904 -0.4525 -0.5125
O1 -0.0861 0.4104 1.5821
I1 -2.9889 -0.7766 -1.0058
I2 1.2640 -2.1544 0.5651
I3 2.3951 0.7923 -1.2688
H1 -0.6371 1.3142 -0.2126
H2 0.1585 -0.7399 -1.4613
H3 -0.5265 1.1398 2.0395

The value obtained for the energy above the lowest of the compared OMol25 structures with the same formula, charge and spin is 122.6 kJ/mol. The HOMO-LUMO gap (alpha / beta) comes out at 5.469 / 5.470 eV. The calculation puts the highest occupied orbital energy (alpha / beta) at -8.18 / -8.18 eV. Its net charge is 0.

Record 9
DFT (the ωB97M-V functional and the def2-TZVPD basis) results for an isolated molecule of C2H3IN2.

CARTESIAN COORDINATES (ANGSTROEM)
C1 0.5580 -0.1039 -0.3528
C2 -0.7444 0.4327 0.1510
N1 0.5720 -1.4831 -0.8276
N2 0.5161 -1.7850 0.3430
I1 2.4135 0.8583 0.0986
H1 -1.4647 0.3989 -0.5797
H2 -0.6626 1.6290 0.1502
H3 -1.1879 0.0531 1.0172

The value obtained for the energy above the lowest of the compared OMol25 structures with the same formula, charge and spin is 172.5 kJ/mol. The HOMO-LUMO gap (alpha / beta) comes out at 6.780 / 8.506 eV. The calculation puts the highest occupied orbital energy (alpha / beta) at -6.87 / -10.18 eV. As for the spin multiplicity: 3. Its net charge is 0.

Record 10
DFT (the ωB97M-V functional and the def2-TZVPD basis) results for a cluster of 2 separate species, C2H3IN2O in total.

CARTESIAN COORDINATES (ANGSTROEM)
C1 0.0872 0.1686 0.9578
C2 1.2048 0.6615 0.1486
N1 -0.7202 -0.1488 1.7239
N2 -1.5399 -1.0228 -1.3931
O1 -0.4025 -1.1154 -1.0956
I1 -2.9654 -0.8251 0.1020
H1 1.7170 1.4754 0.5371
H2 1.7731 -0.1864 -0.0563
H3 0.8459 0.9931 -0.9244

The value obtained for the energy above the lowest of the compared OMol25 structures with the same formula, charge and spin is 330.6 kJ/mol. The HOMO-LUMO gap comes out at 7.988 eV. The SMILES is CC#N.O=NI. The calculation puts the highest occupied orbital energy at -8.92 eV. Its net charge is 0.

Record 11
DFT (the ωB97M-V functional and the def2-TZVPD basis) results for a structure of composition C2H3IN2O.

CARTESIAN COORDINATES (ANGSTROEM)
C1 0.5979 1.5436 -0.5953
C2 0.6943 1.2194 0.8377
N1 -0.4698 0.0513 -1.3346
N2 0.4450 -0.0403 1.1769
O1 0.9556 2.1281 1.6445
I1 0.9384 3.2625 -1.7282
H1 -0.3772 0.0840 -2.3433
H2 0.3180 -0.6415 0.3604
H3 0.5812 -0.5622 2.0449

The value obtained for the energy above the lowest of the compared OMol25 structures with the same formula, charge and spin is 536.3 kJ/mol. The HOMO-LUMO gap (alpha / beta) comes out at 6.770 / 6.781 eV. The calculation puts the highest occupied orbital energy (alpha / beta) at -9.09 / -9.11 eV. Its net charge is 0.

Record 12
DFT (the ωB97M-V functional and the def2-TZVPD basis) results for a structure of composition C2H3IN4.

CARTESIAN COORDINATES (ANGSTROEM)
C1 0.7652 -1.6029 0.2499
C2 0.0393 -0.2413 -1.0950
N1 0.6746 -1.4101 -1.0625
N2 0.2965 -0.6779 1.0692
N3 -0.2306 0.1874 0.1362
N4 -0.9674 1.3319 0.2246
I1 0.0499 3.0740 0.3955
H1 1.2248 -2.5304 0.4836
H2 -0.2217 0.5680 -1.7930
H3 -1.6306 1.3013 1.3915

The value obtained for the energy above the lowest of the compared OMol25 structures with the same formula, charge and spin is 287.6 kJ/mol. The HOMO-LUMO gap (alpha / beta) comes out at 7.096 / 6.509 eV. The calculation puts the highest occupied orbital energy (alpha / beta) at -6.83 / -9.87 eV. As for the spin multiplicity: 3. Its net charge is 0.

Record 13
DFT (the ωB97M-V functional and the def2-TZVPD basis) results for a cluster of 2 separate species, C2H3INO3 in total.

CARTESIAN COORDINATES (ANGSTROEM)
C1 -0.9222 -1.3969 1.0174
C2 -0.3065 -0.4116 0.0028
N1 0.2981 1.7920 -0.0001
O1 0.2060 -0.6838 -1.0353
O2 -0.3055 0.7463 0.6082
O3 -1.0596 -2.5211 0.8733
I1 1.5408 -4.5751 -0.7112
H1 -1.1098 -0.6990 1.9668
H2 0.1917 2.7336 0.2869
H3 0.2527 1.6506 -0.9533

The value obtained for the energy above the lowest of the compared OMol25 structures with the same formula, charge and spin is 123.5 kJ/mol. The HOMO-LUMO gap (alpha / beta) comes out at 3.721 / 6.132 eV. The calculation puts the highest occupied orbital energy (alpha / beta) at -13.61 / -14.24 eV. Its net charge is +1.

Record 14
DFT (the ωB97M-V functional and the def2-TZVPD basis) results for an isolated molecule of C2H3IS2.

CARTESIAN COORDINATES (ANGSTROEM)
C1 0.6446 0.2928 0.2891
C2 -0.7526 -0.2973 -0.1915
S1 2.0131 -0.8605 0.6179
S2 2.0203 0.6107 -0.7956
I1 -2.3405 1.1334 -0.2110
H1 0.4589 0.9959 0.9358
H2 -1.1881 -1.0858 0.5071
H3 -0.8558 -0.7892 -1.1519

The value obtained for the energy above the lowest of the compared OMol25 structures with the same formula, charge and spin is 60.7 kJ/mol. The HOMO-LUMO gap comes out at 8.615 eV. The SMILES is ICC1SS1. The calculation puts the highest occupied orbital energy at -8.60 eV. Its net charge is 0.

Record 15
DFT (the ωB97M-V functional and the def2-TZVPD basis) results for a structure of composition C2H3InO2.

CARTESIAN COORDINATES (ANGSTROEM)
C1 5.8990 2.7158 9.4294
O1 5.9331 3.6761 8.8302
H1 7.1413 0.9151 11.2213
H2 7.6190 -0.4055 10.3306
C2 8.0651 0.2365 11.1651
O2 9.2750 0.8003 10.8181
In1 9.8470 2.3577 10.3615
H3 8.1392 -0.3218 12.1182

The value obtained for the energy above the lowest of the compared OMol25 structures with the same formula, charge and spin is 295.3 kJ/mol. The HOMO-LUMO gap (alpha / beta) comes out at 5.036 / 5.035 eV. The calculation puts the highest occupied orbital energy (alpha / beta) at -20.83 / -20.83 eV. Its net charge is +2.

Record 16
DFT (the ωB97M-V functional and the def2-TZVPD basis) results for a structure of composition C2H3IrO.

CARTESIAN COORDINATES (ANGSTROEM)
O1 -0.7413 0.9825 0.5271
C1 0.1108 0.7477 -0.5155
Ir1 2.0315 1.0203 0.0725
H1 -1.6470 0.7077 0.3471
C2 0.1370 -0.7440 -0.1141
H2 0.6448 -1.3840 -0.8393
H3 -0.5358 -1.3302 0.5222

The value obtained for the energy above the lowest of the compared OMol25 structures with the same formula, charge and spin is 145.3 kJ/mol. The HOMO-LUMO gap (alpha / beta) comes out at 8.384 / 7.100 eV. The calculation puts the highest occupied orbital energy (alpha / beta) at -21.32 / -21.80 eV. As for the spin multiplicity: 5. Its net charge is +2.

Record 17
DFT (the ωB97M-V functional and the def2-TZVPD basis) results for a structure of composition C2H3Li2O.

CARTESIAN COORDINATES (ANGSTROEM)
O1 1.3863 0.8932 0.3976
C1 0.9403 0.2545 -0.5835
Li1 -0.1293 0.3888 1.3544
Li2 -0.2766 -0.7869 -0.7362
H1 1.6349 0.3523 -1.4836
C2 -1.7395 -0.7551 0.7214
H2 -2.4161 -1.5569 0.3522
H3 -2.2802 -0.3980 1.6249

The value obtained for the energy above the lowest of the compared OMol25 structures with the same formula, charge and spin is 1.9 kJ/mol. The HOMO-LUMO gap (alpha / beta) comes out at 7.732 / 7.405 eV. The calculation puts the highest occupied orbital energy (alpha / beta) at -7.59 / -7.56 eV. As for the spin multiplicity: 2. Its net charge is 0.

Record 18
DFT (the ωB97M-V functional and the def2-TZVPD basis) results for a structure of composition C2H3LuO2.

CARTESIAN COORDINATES (ANGSTROEM)
O1 1.2625 -1.8832 -0.4889
Lu1 1.8112 0.1745 -0.7253
O2 2.5479 -1.5176 0.2137
C1 -1.2541 0.2436 0.3706
C2 -0.2872 1.0910 -0.0988
H1 -2.3329 0.4273 0.2456
H2 -1.0338 -0.4293 1.2116
H3 -0.7136 1.8938 -0.7285

The HOMO-LUMO gap comes out at 6.152 eV. The calculation puts the highest occupied orbital energy at -7.94 eV. Its net charge is 0.

Record 19
DFT (the ωB97M-V functional and the def2-TZVPD basis) results for the ion C2H3N2O with charge +1.

CARTESIAN COORDINATES (ANGSTROEM)
C1 -0.4751 -0.6184 0.1755
C2 -1.7133 -0.3310 0.0465
N1 0.7394 -0.9232 0.2045
N2 1.6886 1.0710 0.1629
O1 1.7711 -0.1711 -0.1495
H1 -2.2117 -0.8538 -0.7571
H2 -2.2813 0.3495 0.4892
H3 2.4824 1.4770 -0.1720

The value obtained for the energy above the lowest of the compared OMol25 structures with the same formula, charge and spin is 732.5 kJ/mol. The HOMO-LUMO gap (alpha / beta) comes out at 7.324 / 8.363 eV. The calculation puts the highest occupied orbital energy (alpha / beta) at -16.02 / -16.24 eV. Its net charge is +1.

Record 20
DFT (the ωB97M-V functional and the def2-TZVPD basis) results for the ion C2H3N2O with charge +1.

CARTESIAN COORDINATES (ANGSTROEM)
C1 1.7974 -0.3736 -0.5043
C2 -1.3230 0.0187 -0.0991
N1 1.0942 0.1113 0.2550
N2 -0.1731 0.3624 0.7435
O1 -1.3147 -0.1567 -1.2659
H1 2.5704 -0.9229 -1.0181
H2 -2.3012 -0.0415 0.3900
H3 -0.3500 1.0023 1.4991

The value obtained for the energy above the lowest of the compared OMol25 structures with the same formula, charge and spin is 281.9 kJ/mol. The HOMO-LUMO gap comes out at 10.190 eV. The SMILES is C#[N+]NC=O. The calculation puts the highest occupied orbital energy at -16.17 eV. Its net charge is +1.